[1]
The following is a DFT calculation (wB97M-V/def2-TZVPD) of a cluster of 2 separate species, CH5N2S in total.

Last column: Mulliken charge in e.
Geometry (Å):
C  1.711  -1.772  0.330  0.23
N  2.083  -2.512  -0.634  -0.15
N  -1.017  1.056  0.343  -0.70
S  2.960  -2.567  1.079  0.15
H  0.858  -1.013  0.433  0.42
H  2.186  -2.654  -1.611  0.34
H  -1.243  1.185  -0.647  0.24
H  -0.930  1.876  0.897  0.23
H  -1.740  0.484  0.719  0.25

## Properties
Net charge: +1
LUMO level (eV): -6.81
Gap between HOMO and LUMO (eV): 6.79
Energy (a.u.): -548.4039
HOMO (Ha): -0.5001

=====

[2]
The following is a DFT calculation (wB97M-V/def2-TZVPD) of a cluster of 5 separate species, C36H59F12N2O11 in total.

Last column: Mulliken charge in e.
Geometry (Å):
C  1.678  4.786  -2.287  -0.68
C  1.127  3.843  -3.264  -0.40
C  0.767  2.299  -2.895  1.33
C  2.170  1.431  -2.980  0.62
C  2.750  1.431  -1.474  -0.92
C  2.022  0.400  -0.483  1.30
C  0.988  1.123  0.560  -0.62
C  -0.538  0.699  0.169  -0.29
N  -1.505  1.856  0.262  -0.56
N  1.791  0.083  -3.495  -0.16
C  2.957  -0.818  -3.714  -0.74
C  3.080  -2.045  -2.673  -0.68
C  4.485  -1.822  -1.871  0.10
C  4.654  -2.780  -0.595  -0.79
C  4.842  -2.028  0.809  -0.70
C  5.988  -0.886  0.813  -0.03
C  5.652  0.121  2.015  -0.68
C  6.649  0.091  3.272  -0.61
C  7.398  -1.297  3.544  -0.40
C  8.874  -1.397  2.857  -0.52
O  9.600  -0.148  2.869  -0.38
C  9.527  0.547  1.606  -0.51
C  3.100  2.279  -4.014  0.20
O  2.904  2.233  -5.284  -0.76
O  4.140  3.013  -3.443  -0.77
H  1.045  5.537  -1.695  0.24
H  2.811  4.805  -2.057  0.29
H  0.991  4.252  -4.326  0.28
H  -0.030  1.868  -3.601  -0.83
H  0.393  2.330  -1.819  -0.55
H  3.905  1.363  -1.455  0.25
H  2.522  2.488  -1.061  0.38
H  1.412  -0.415  -0.995  0.22
H  2.823  -0.085  0.174  -1.40
H  1.213  0.774  1.642  0.28
H  1.109  2.268  0.527  0.34
H  -0.583  0.366  -0.938  0.07
H  -0.870  -0.189  0.831  0.25
H  -1.769  2.042  1.240  0.22
H  -1.005  2.692  -0.082  0.24
H  1.294  0.217  -4.392  0.34
H  3.973  -0.300  -3.761  0.27
H  2.801  -1.301  -4.755  0.37
H  2.188  -2.175  -1.976  0.38
H  3.171  -3.020  -3.287  0.42
H  5.321  -2.115  -2.614  0.35
H  4.531  -0.705  -1.653  -0.32
H  3.667  -3.382  -0.509  0.35
H  5.466  -3.587  -0.766  0.29
H  3.841  -1.666  1.246  0.34
H  5.214  -2.834  1.557  0.28
H  7.016  -1.373  0.848  0.02
H  5.975  -0.251  -0.155  0.39
H  5.694  1.197  1.589  0.23
H  4.569  0.007  2.403  0.28
H  6.000  0.297  4.210  0.32
H  7.342  1.001  3.188  0.28
H  6.746  -2.188  3.233  0.12
H  7.577  -1.389  4.667  0.39
H  8.854  -1.875  1.820  0.31
H  9.466  -2.123  3.532  0.29
H  10.515  1.116  1.411  0.25
H  8.708  1.368  1.578  0.19
H  9.333  -0.119  0.700  0.24
C  -6.843  -0.988  0.358  -1.20
C  -6.987  -0.221  1.659  -0.01
O  -6.037  -0.684  2.633  -0.33
C  -4.779  -0.215  2.495  0.16
O  -4.430  0.541  1.628  -0.52
C  -3.886  -0.746  3.612  1.10
F  -4.036  -2.078  3.807  -0.27
F  -4.152  -0.157  4.798  -0.28
F  -2.574  -0.542  3.372  -0.22
H  -6.922  -2.063  0.536  0.32
H  -7.615  -0.688  -0.354  0.37
H  -5.867  -0.811  -0.099  0.32
H  -7.980  -0.399  2.079  0.29
H  -6.890  0.856  1.507  0.25
C  -7.286  6.653  -0.889  -1.11
C  -6.795  5.543  0.018  -0.20
O  -7.821  4.559  0.226  -0.31
C  -7.992  3.667  -0.772  0.40
O  -7.352  3.660  -1.790  -0.50
C  -9.075  2.657  -0.406  0.81
F  -10.183  3.244  0.096  -0.25
F  -8.651  1.779  0.530  -0.24
F  -9.482  1.925  -1.459  -0.25
H  -8.207  7.092  -0.496  0.30
H  -6.532  7.438  -0.983  0.37
H  -7.516  6.276  -1.888  0.32
H  -6.552  5.955  1.001  0.32
H  -5.885  5.076  -0.368  0.33
C  -1.256  -2.858  4.929  -0.94
C  -1.801  -3.474  6.202  -0.25
O  -1.709  -4.908  6.159  -0.33
C  -0.495  -5.430  6.428  0.36
O  0.480  -4.775  6.691  -0.51
C  -0.549  -6.954  6.392  0.88
F  -1.198  -7.421  5.304  -0.25
F  -1.189  -7.461  7.467  -0.25
F  0.674  -7.516  6.374  -0.24
H  -1.757  -3.278  4.054  0.26
H  -1.398  -1.777  4.934  0.18
H  -0.190  -3.065  4.814  0.48
H  -2.862  -3.232  6.300  0.31
H  -1.298  -3.082  7.090  0.31
C  -2.680  1.160  -6.315  -1.21
C  -2.138  0.143  -5.331  0.24
O  -3.179  -0.745  -4.889  -0.30
C  -3.507  -1.739  -5.737  0.31
O  -2.991  -1.912  -6.811  -0.51
C  -4.588  -2.626  -5.127  0.87
F  -5.599  -1.911  -4.588  -0.24
F  -4.102  -3.406  -4.139  -0.25
F  -5.149  -3.455  -6.028  -0.25
H  -3.528  1.697  -5.883  0.33
H  -1.907  1.880  -6.591  0.38
H  -3.041  0.676  -7.226  0.33
H  -1.764  0.657  -4.443  -0.02
H  -1.301  -0.421  -5.752  0.30

## Properties
Net charge: -1
LUMO level (eV): 1.76
Gap between HOMO and LUMO (eV): 5.69
Energy (a.u.): -3542.4398
HOMO (Ha): -0.1445